(1)
128
Properties=species:S:1:pos:R:3 method="wB97M-V/def2-TZVPD" total_charge=0 total_energy_ev=-101797.588 orbital_gap_ha=0.3664 e_above_lowest_ev=2.9913 smiles="C[C@H]1COC(=O)O1.C[C@H]1COC(=O)O1.C[C@H]1COC(=O)O1.C[C@H]1COC(=O)O1.C[C@H]1COC(=O)O1.C[C@H]1COC(=O)O1.C[C@H]1COC(=O)O1.C[C@H]1COC(=O)O1.COC(=O)OC.COC(=O)OC"
C -3.72269 1.84894 -3.07356
C -4.34471 0.93507 -1.99203
C -3.34318 0.44851 -1.04239
O -3.64623 1.29429 0.12188
C -4.86339 1.70667 -0.01208
O -5.51282 2.32777 0.78741
O -5.33874 1.52221 -1.20229
H -4.44492 2.20610 -3.84172
H -3.09900 1.41950 -3.81711
H -3.15215 2.75612 -2.77841
H -4.90688 0.12139 -2.47656
H -2.29276 0.43741 -1.43661
H -3.59840 -0.59983 -0.64670
C 1.78184 3.69899 1.16356
C 2.19535 5.11578 1.12978
C 3.17096 5.25701 -0.01377
O 2.55523 6.33310 -0.72276
C 1.46999 6.73061 -0.22196
O 0.89082 7.67697 -0.68200
O 1.08665 5.97101 0.76898
H 1.36786 3.41514 0.17012
H 0.88495 3.42662 1.71143
H 2.63790 3.06336 1.53556
H 2.65944 5.41506 2.08360
H 3.32680 4.28723 -0.54173
H 4.13200 5.59008 0.44977
C -0.79338 -0.95664 3.06024
C -0.89053 -0.50104 1.56492
C 0.32905 0.24171 0.96462
O 0.43274 -0.26283 -0.33568
C -0.34757 -1.37573 -0.51336
O -0.46943 -2.08292 -1.52359
O -0.92074 -1.64821 0.65118
H -0.65219 -0.12181 3.72019
H -0.08040 -1.70902 3.36271
H -1.70425 -1.44243 3.24336
H -1.75203 0.07639 1.36339
H 1.22236 -0.14968 1.52001
H 0.39384 1.36780 0.85901
C 3.07647 1.39858 4.21294
C 1.64906 1.28433 4.87171
C 1.39750 0.07164 5.72694
O 1.34495 0.58769 7.07640
C 1.71275 1.84996 7.09245
O 1.88359 2.63516 8.07512
O 1.68176 2.30396 5.81908
H 3.73933 1.59715 5.00002
H 3.08921 2.23946 3.48284
H 3.48765 0.53748 3.61343
H 0.93444 1.37179 4.11385
H 2.24334 -0.53571 5.59648
H 0.52799 -0.50770 5.43470
C 2.59489 -1.95984 -2.49117
C 3.66517 -1.56679 -1.48907
C 4.70621 -0.58354 -2.05782
O 4.74862 0.53216 -1.17279
C 3.77257 0.30297 -0.29394
O 3.50024 0.95401 0.65372
O 3.06416 -0.73450 -0.56064
H 3.12870 -2.53370 -3.21711
H 2.16680 -1.14009 -3.15114
H 1.90785 -2.67774 -2.04546
H 4.17164 -2.48418 -0.95692
H 4.59275 -0.35670 -3.08018
H 5.57162 -1.19180 -1.87558
C 0.10874 -5.81494 -6.62597
C 0.05496 -4.40701 -5.93632
C 0.62000 -4.40160 -4.51128
O 1.90652 -3.82713 -4.64738
C 2.05209 -3.39609 -5.86037
O 2.91308 -2.60909 -6.26643
O 1.01241 -3.66704 -6.61492
H 1.18073 -6.10075 -6.65210
H -0.17498 -5.87801 -7.68752
H -0.43182 -6.61466 -6.07605
H -0.91176 -4.00116 -6.18322
H 0.58619 -5.40937 -4.06399
H -0.10256 -3.83871 -3.89541
C -3.57695 5.01435 3.20693
C -3.27333 3.63230 3.00623
C -1.93864 3.47075 2.22160
O -1.12942 2.80616 3.14732
C -1.77913 2.49297 4.27394
O -1.34265 2.10305 5.35367
O -2.99363 3.03952 4.25735
H -3.68784 5.58265 2.23860
H -2.89367 5.56496 3.89499
H -4.50789 4.96465 3.80101
H -4.19648 3.25377 2.54864
H -1.44679 4.37580 1.94492
H -1.87471 2.76515 1.41717
C 1.06803 -5.45660 3.47054
C 2.02040 -4.64927 2.55008
C 1.28751 -3.87964 1.54393
O 1.96646 -2.68130 1.55182
C 2.85261 -2.55339 2.46799
O 3.56782 -1.61369 2.62073
O 2.78887 -3.65054 3.19733
H 0.24615 -6.10070 2.94803
H 0.59919 -4.80253 4.19896
H 1.64028 -6.23443 4.06848
H 2.85881 -5.15868 2.08231
H 0.26552 -3.61133 1.84581
H 1.37064 -4.44313 0.68630
C -4.76665 -2.84343 -3.24277
O -4.11822 -3.56534 -2.19679
C -2.92530 -4.21707 -2.32316
O -2.20164 -4.45158 -3.53765
O -2.29446 -4.53985 -1.14295
C -0.89711 -5.15666 -1.20585
H -4.62358 -1.82699 -3.05223
H -5.75364 -3.19425 -3.21803
H -4.45081 -3.07769 -4.25549
H -0.66171 -5.55520 -2.17603
H -0.88614 -5.87693 -0.41342
H -0.09085 -4.45905 -1.10813
C -2.20115 4.86828 -1.02593
O -1.38324 3.74416 -0.87462
C -0.52598 3.33177 -1.86678
O -0.22945 4.14929 -2.91114
O -0.23328 2.08532 -1.81238
C 0.70678 1.53187 -2.75337
H -2.41720 4.96330 -2.08821
H -1.64691 5.71549 -0.63689
H -3.17040 4.63608 -0.56551
H 1.66673 1.86764 -2.48212
H 0.68072 1.92443 -3.71223
H 0.69805 0.44643 -2.65734



(2)
132
Properties=species:S:1:pos:R:3 method="wB97M-V/def2-TZVPD" total_charge=-1 total_energy_ev=-185898.830 orbital_gap_ha=0.1933 e_above_lowest_ev=2.9182
C 3.16103 2.95669 4.41606
C 2.81770 4.27662 3.45030
B 1.43045 3.89866 2.58608
O 1.41069 3.72537 1.10806
Al -0.28034 3.66938 3.77800
S -1.79530 2.44942 2.57065
Br -1.21664 5.83253 4.34211
H 2.76887 3.15377 5.52596
H 4.33043 2.83590 4.38419
H 2.66535 1.96936 4.02831
H 3.73742 4.48241 2.74300
H 2.61452 5.19317 4.14998
H 1.84940 2.81549 0.96659
H 0.25017 2.88297 5.08374
H -1.15627 1.19541 2.34534
C 4.47067 5.21125 -0.34586
C 4.98282 6.63856 -0.37166
C 6.16287 6.82217 -1.27732
O 6.85593 7.90075 -0.67471
C 6.56193 7.84049 0.66295
O 7.16270 8.45471 1.52264
O 5.50560 7.00726 0.89572
H 3.49160 5.17220 0.14234
H 4.36392 4.80533 -1.35581
H 5.13412 4.56278 0.23342
H 4.17277 7.33202 -0.62587
H 5.86527 7.07599 -2.29890
H 6.83093 5.95403 -1.30703
C 0.24821 -2.39708 -1.42514
C 0.48107 -1.57784 -0.17023
C -0.47860 -0.43524 -0.02902
O 0.27005 0.51370 0.70978
C 1.58550 0.28322 0.40011
O 2.49223 1.05080 0.65688
O 1.73817 -0.92052 -0.22597
H 0.81354 -3.33310 -1.37302
H -0.80953 -2.64480 -1.55164
H 0.60194 -1.86820 -2.31476
H 0.46763 -2.22237 0.71638
H -1.38479 -0.72022 0.51341
H -0.76426 0.01704 -0.98542
C -2.75956 -2.56689 4.71265
C -3.35629 -3.16448 3.45289
C -2.57525 -4.33220 2.93053
O -2.83280 -4.28429 1.53835
C -3.07150 -2.96727 1.24187
O -3.09268 -2.51398 0.11433
O -3.28702 -2.24036 2.37740
H -3.47195 -1.87583 5.17456
H -2.51203 -3.34055 5.44502
H -1.86131 -1.98476 4.48788
H -4.40806 -3.42783 3.61445
H -2.91594 -5.28126 3.35460
H -1.49445 -4.24077 3.08659
C -3.68363 -6.70501 -2.33925
C -3.36939 -5.32056 -2.87286
C -3.53757 -5.21219 -4.35826
O -2.60985 -4.19965 -4.70593
C -1.61316 -4.25963 -3.76656
O -0.53615 -3.70729 -3.87725
O -1.99479 -5.01385 -2.69428
H -3.76424 -6.67759 -1.24783
H -4.62737 -7.08476 -2.74090
H -2.88283 -7.41162 -2.57519
H -3.96303 -4.56336 -2.34758
H -4.55332 -4.91949 -4.63971
H -3.26942 -6.12802 -4.89697
C -3.89380 -9.39587 -8.55013
C -4.02799 -7.97585 -8.03464
C -4.72684 -7.89573 -6.71114
O -5.33033 -6.61475 -6.75214
C -5.56194 -6.34679 -8.07651
O -6.27904 -5.45080 -8.47682
O -4.87710 -7.21342 -8.87915
H -3.19332 -9.42570 -9.39089
H -3.52265 -10.07082 -7.77368
H -4.84912 -9.77254 -8.92659
H -3.04759 -7.48679 -7.99866
H -4.03092 -7.96884 -5.87032
H -5.51516 -8.64663 -6.58640
C 3.71312 -1.52127 -2.40086
C 4.89139 -2.04657 -3.19830
C 4.56081 -2.29492 -4.63896
O 5.45271 -3.33798 -4.99013
C 5.69267 -4.03674 -3.83533
O 6.21664 -5.13274 -3.79656
O 5.27164 -3.33594 -2.74176
H 4.05321 -1.14869 -1.42928
H 3.20939 -0.70233 -2.92217
H 2.98914 -2.31472 -2.19458
H 5.75280 -1.37635 -3.09617
H 4.73348 -1.41219 -5.26154
H 3.53542 -2.64713 -4.79820
C 5.25428 -6.72414 -1.39040
C 5.89383 -7.82649 -0.56823
C 7.27789 -8.17305 -1.02727
O 7.39683 -9.53689 -0.66317
C 6.12549 -10.04909 -0.69070
O 5.86688 -11.23647 -0.66799
O 5.19558 -9.05055 -0.74033
H 4.35326 -6.35620 -0.88918
H 5.93590 -5.88001 -1.52831
H 4.93750 -7.09352 -2.36992
H 5.87956 -7.56783 0.49693
H 8.04266 -7.57113 -0.52782
H 7.41276 -8.09058 -2.11164
C -5.24572 9.73058 6.61055
C -4.60617 8.62822 7.43272
C -3.22211 8.28167 6.97367
O -3.10317 6.91783 7.33778
C -4.37451 6.40562 7.31024
O -4.63312 5.21824 7.33295
O -5.30442 7.40417 7.26061
H -6.14674 10.09852 7.11176
H -4.56410 10.57471 6.47263
H -5.56250 9.36120 5.63103
H -4.62044 8.88689 8.49787
H -2.45734 8.88358 7.47313
H -3.08724 8.36414 5.88930
C -4.46208 8.76840 1.06893
C -3.35140 9.59416 1.68917
C -2.73020 8.93796 2.88499
O -2.28971 10.04225 3.65526
C -3.13367 11.07852 3.34985
O -3.21087 12.10818 3.99103
O -3.86606 10.80104 2.23142
H -4.72754 9.17303 0.08697
H -4.16047 7.72540 0.93714
H -5.37020 8.80536 1.67736
H -2.59643 9.84845 0.93616
H -1.88789 8.29494 2.61358
H -3.44105 8.35836 3.48466